1.
The molecule C5H12N2O2. Source: the OMol25 dataset; level of theory: wB97M-V/def2-TZVPD.

Geometry as XYZ:
```
21
Properties=species:S:1:pos:R:3:forces:R:3
O -2.151201 0.546035 -1.150469 0.042 -0.002 -0.419
O -2.298847 0.124053 1.042886 0.143 -0.202 -0.336
N 0.395951 -0.698338 -0.624549 -1.499 -2.164 0.172
N -0.739921 -1.684068 -0.467977 1.665 0.694 -0.583
C 0.334224 1.722663 -0.702040 -0.183 -0.129 0.033
C 0.365720 0.610782 1.561518 -0.090 -0.194 -0.297
C -0.054317 0.478270 0.096046 -1.153 0.240 -0.209
C -1.616633 0.234645 0.048648 0.080 1.731 1.018
C 1.676778 -1.256475 -0.257617 -0.149 -0.214 -0.022
H 1.438857 0.769475 1.649288 0.095 -0.043 -0.046
H 1.917989 -2.054359 -0.961636 0.087 0.053 0.040
H -0.670881 -2.315594 0.334613 0.376 0.207 -0.240
H 0.078318 -0.273488 2.124814 -0.001 -0.020 0.132
H 1.686666 -1.676219 0.758640 0.123 0.096 -0.006
H 1.403244 1.908788 -0.616565 0.095 0.083 0.108
H -0.817176 -2.190302 -1.344785 0.098 -0.064 0.275
H 0.097815 1.584740 -1.753540 -0.057 -0.038 0.002
H -0.137607 1.468959 1.999790 -0.060 -0.006 0.045
H -0.221106 2.582658 -0.334575 0.112 0.181 0.066
H -3.115060 0.590304 -1.055901 0.162 -0.183 0.202
H 2.427188 -0.472530 -0.346589 0.113 -0.027 0.066
```
Positions in Å, forces in eV/Å.

Results
2S+1: 1
Charge: 0
DFT total energy: -457.66987 hartree
SMILES string: CN(N)C(C)(C)C(=O)O
Relative energy (zero: lowest compared OMol25 entry of this formula, charge and spin): 49.6 kcal/mol

---

2.
A cluster of 6 separate species, C11H19Cl10NO3 in total. Source: the OMol25 dataset; level of theory: wB97M-V/def2-TZVPD.

Geometry as XYZ:
```
44
Properties=species:S:1:pos:R:3:forces:R:3
Cl 3.446630 3.163736 1.835801 0.095 0.071 -0.057
Cl 0.948540 -3.433957 -2.541788 -0.172 -0.040 -0.217
Cl -1.899310 2.210398 3.741813 0.053 0.276 0.010
Cl 1.026037 2.122239 3.964355 -0.054 0.028 0.180
Cl 2.089042 4.032243 -1.135503 -0.438 0.107 -0.112
Cl -5.822225 -1.513909 -2.425489 -0.001 -0.023 -0.014
Cl 5.187610 1.289820 0.390079 0.016 0.014 -0.023
Cl 0.551012 -4.485241 -5.243003 -0.018 -0.058 -0.054
Cl 2.878292 4.662527 -3.885272 -0.024 -0.006 -0.020
Cl -3.038665 -1.823832 -3.279435 -0.023 0.041 0.034
O -3.203242 -0.332861 1.994488 -0.052 0.632 0.381
O -1.343092 -1.488885 2.034809 0.704 0.227 0.732
O -2.275867 -0.794829 4.021115 -0.169 -0.553 -1.386
N -0.235046 -0.731399 0.033884 -0.504 -2.456 0.617
C -2.648645 -0.327862 0.641359 -0.143 -0.216 1.016
C -2.278468 -0.875144 2.818959 -0.235 -0.412 0.681
C 4.626870 2.963348 0.530198 0.133 0.042 0.037
C -4.709287 -2.367618 -3.498517 -0.043 -0.035 -0.030
C 1.588387 -2.212374 0.594057 1.033 -0.025 -1.203
C 0.929081 -0.894351 0.576360 -0.464 0.702 -0.290
C -0.207960 -4.136906 -3.683226 0.080 -0.044 -0.079
C -0.517509 2.135882 4.836268 -0.085 0.045 0.106
C -1.192980 -0.445067 1.000791 -0.594 1.777 -0.467
C 1.636008 0.241462 1.227525 -0.081 -1.098 0.491
C 1.552642 4.198567 -2.813619 -0.023 -0.014 -0.063
H -0.588132 1.232379 5.429930 -0.027 -0.105 -0.127
H 0.946600 1.009817 1.517788 -0.050 0.469 0.023
H -0.579907 -5.064543 -3.266352 0.053 -0.028 0.019
H 1.198010 -2.905195 -0.143395 -0.209 0.122 0.113
H -1.008562 0.453596 1.612404 0.409 0.203 -0.098
H -2.915633 0.599543 0.163922 -0.220 0.164 -0.230
H -0.541054 3.012292 5.471625 0.036 0.050 -0.037
H -5.002047 -2.180118 -4.523896 0.014 0.081 -0.006
H 5.481366 3.595976 0.736346 0.025 -0.045 0.090
H -3.057154 -1.219516 0.207096 0.039 -0.249 -0.916
H 0.787507 4.963418 -2.855284 0.039 0.066 0.037
H 1.460240 -2.651657 1.575227 -0.228 0.104 0.418
H 2.190708 -0.147403 2.073691 0.258 0.297 0.315
H 2.657391 -2.085624 0.441749 0.317 -0.180 0.059
H 2.353229 0.600618 0.500847 0.198 0.210 -0.219
H -1.017745 -3.440540 -3.858560 0.087 0.065 0.098
H -4.759073 -3.426500 -3.277416 0.027 -0.001 0.075
H 4.150091 3.251280 -0.398823 0.179 -0.159 0.102
H 1.156310 3.246187 -3.142905 0.060 -0.049 0.014
```
Positions in Å, forces in eV/Å.

Results
2S+1: 1
Charge: 0
DFT total energy: -5312.85167 hartree
SMILES string: CC(C)=N[C@H]1COC(=O)O1.ClCCl.ClCCl.ClCCl.ClCCl.ClCCl

---

3.
A cluster of 2 separate species, C3H4NO3 in total. Source: the OMol25 dataset; level of theory: wB97M-V/def2-TZVPD.

Geometry as XYZ:
```
11
Properties=species:S:1:pos:R:3:forces:R:3
O 1.762480 0.708320 -3.333842 -1.050 -1.121 1.685
O 1.376953 1.003486 0.434704 -0.814 0.735 -0.891
O 1.629279 -1.138545 -1.965292 -0.256 -1.943 1.239
N -0.771127 0.342736 -0.395957 -0.974 -0.923 -0.570
C 1.524632 -0.131742 -2.503001 1.109 3.032 -2.494
C 0.294031 1.032280 -0.495246 1.536 1.796 -0.698
C -0.935458 -0.552178 0.550758 0.778 -2.939 1.837
H -0.018239 -0.680426 1.313457 -2.060 -0.352 -1.198
H 0.307299 1.888905 -1.137232 0.272 0.453 -0.124
H -1.539907 -1.545612 0.335740 1.061 2.314 0.511
H 1.274716 0.113277 0.747447 0.398 -1.050 0.703
```
Positions in Å, forces in eV/Å.

Results
2S+1: 1
Charge: -1
DFT total energy: -397.15760 hartree
Relative energy (zero: lowest compared OMol25 entry of this formula, charge and spin): 91.7 kcal/mol

---

Record order is preserved below.
Molar mass: 132.16, 567.81, 102.07 g/mol